--- A ---
Density functional theory data (ωB97M-V/def2-TZVPD) for the ion C5H10N3S with charge +1.

Structure (ORCA input):
```
! wB97M-V def2-TZVPD RIJCOSX def2/J DEFGRID3
* xyz 1 1
C -0.43819 -0.78886 -0.68921
C 0.45148 0.89108 0.62113
C -2.99505 -0.79253 -1.45117
C 0.20637 -1.27216 1.65498
C 0.81767 3.12830 2.12919
N -1.07781 -2.11897 -0.61611
N -1.79215 -1.08921 -0.85658
N 0.17562 -0.38395 0.50842
S 1.13124 1.27857 2.16341
H 0.05036 -0.43480 -1.69660
H -3.71358 -0.62527 -0.57139
H -2.91140 0.11484 -1.97402
H -3.30030 -1.74257 -1.91850
H -0.43017 -2.08519 1.47079
H 1.22769 -1.73821 1.91406
H -0.01055 -0.75073 2.64140
H 0.56375 3.26089 1.05000
H 1.66612 3.68288 2.37643
H 0.03998 3.26418 2.81509
*
```

As for the HOMO-LUMO gap: 0.202 hartree.

natural (NBO) atomic charge list, values in e, 2 entries:
1 C 0.276
2 C -0.116

---

--- B ---
Density functional theory data (ωB97M-V/def2-TZVPD) for a cluster of 2 separate species, C5H10N3S in total.

Structure (ORCA input):
```
! wB97M-V def2-TZVPD RIJCOSX def2/J DEFGRID3
* xyz 1 1
C 2.04224 0.25344 -1.19255
C 2.97712 0.56173 -0.12357
C 0.77983 0.52004 -0.79302
C 2.38637 0.72942 1.07740
C 0.13655 -1.12558 1.30766
N -1.88979 -1.62290 0.24112
N -0.85788 -1.75908 0.97674
N -2.87346 0.87910 -0.56425
S 0.59281 0.70368 0.95598
H 2.46454 -0.01724 -2.14899
H 4.06390 0.64934 0.00831
H -0.07349 0.39540 -1.52351
H 0.78161 -1.54904 2.14290
H -2.19582 -2.57096 0.03106
H -2.44514 -0.73401 0.04777
H -3.64423 1.51535 -0.51132
H 2.62458 0.94383 2.11275
H -2.07474 1.52528 -0.48834
H -2.79500 0.70220 -1.55615
*
```

As for the HOMO-LUMO gap: 0.303 hartree.

natural (NBO) atomic charge list, values in e, 2 entries:
1 C -0.181
2 C -0.178

---

Stability ranking, top entry: B; the second entry is 263.4 kJ/mol less favorable.

---

--- A ---
Density functional theory data (ωB97M-V/def2-TZVPD) for the molecule C15H22N2O4.

Structure (ORCA input):
```
! wB97M-V def2-TZVPD RIJCOSX def2/J DEFGRID3
* xyz 0 1
O 2.51399 0.44402 -2.28783
C 1.38287 0.25677 -2.64282
C 0.20019 0.77759 -1.82913
C -0.07952 2.24382 -2.14512
O -0.37826 2.32296 -3.53301
N 0.55912 0.63153 -0.43451
C -0.39470 0.65228 0.53745
O -1.57317 0.82972 0.28352
C 0.10941 0.38932 1.92986
C -0.21417 -1.02715 2.50202
C -0.46127 -0.33035 3.82544
C -0.69234 0.99628 3.10154
C 0.22220 -0.50240 5.06011
C -1.24160 -1.03331 4.99490
C -2.05803 -0.54712 6.24157
C -2.74148 -0.64865 4.98513
N 1.03007 -0.59349 -3.74533
C 1.00316 -0.00438 -5.08324
C 1.01615 -1.26373 -5.93147
C 2.04915 -2.09087 -5.17267
O 2.04374 -1.61933 -3.81892
H -0.68682 0.18593 -2.04667
H -0.91705 2.56514 -1.52392
H 0.81018 2.83016 -1.89144
H -0.68195 3.21180 -3.73697
H 1.52812 0.47685 -0.20929
H 1.17432 0.60370 2.03035
H -1.15342 -1.38971 2.08236
H 0.54545 -1.80436 2.46386
H -0.34471 1.92113 3.55911
H -1.73445 1.09064 2.78837
H 0.97180 -1.27031 5.22389
H 0.39796 0.42362 5.60778
H -2.15908 -1.31811 6.99212
H -1.88212 0.45419 6.63474
H -3.00996 0.30144 4.52636
H -3.40326 -1.46988 4.73954
H 0.11950 0.61922 -5.17365
H 1.90227 0.59444 -5.27800
H 0.03160 -1.72891 -5.91756
H 1.30970 -1.09164 -6.96500
H 1.83462 -3.15989 -5.16879
H 3.05180 -1.92896 -5.57468
*
```

The SMILES is O=C([C@H](CO)NC(=O)[C@H]1C[C@@]2(C1)C[C@]21CC1)N1CCCO1. As for the HOMO-LUMO gap: 0.269 hartree.

natural (NBO) atomic charge list, values in e, 2 entries:
1 O -0.535
2 C 0.704

---

--- B ---
Density functional theory data (ωB97M-V/def2-TZVPD) for a structure of composition C15H22N2O4.

Structure (ORCA input):
```
! wB97M-V def2-TZVPD RIJCOSX def2/J DEFGRID3
* xyz 0 1
C 1.01107 -0.85252 1.07674
C -0.57371 -0.65108 1.39185
C 1.34622 0.07485 0.05982
C 2.88385 0.15546 -0.17733
C 3.60341 1.34216 0.10974
C 3.55168 -0.95005 -0.81230
C 5.01407 1.25707 -0.00554
C 4.96777 -1.04747 -0.67894
C 5.72750 -0.03088 -0.13482
C -2.84887 -0.28777 0.56581
C -3.23213 -1.43332 -0.21442
C -3.69567 0.97782 0.39359
C -3.29316 2.04902 1.48004
C -3.54344 1.50751 -1.00055
C -3.42998 0.33914 -2.07011
H 0.35770 -2.82671 1.53450
H 1.36079 -2.41314 -0.44065
H 1.59553 -0.63362 2.04807
H 1.00324 1.18260 0.21354
H 1.13812 -0.32278 -1.05575
H 3.12814 2.30647 0.44403
H 2.74677 -1.62954 -1.14870
H 5.63134 2.13513 0.33598
H 5.60939 -1.91835 -0.98279
H 7.36839 0.64169 0.42503
H -0.96365 -0.08274 -0.32338
H -2.89044 -0.72475 1.63973
H -4.84417 0.85674 0.60284
H -2.15455 2.36262 1.18106
H -3.83880 3.06069 1.44806
H -3.14664 1.48641 2.63652
H -2.46305 2.05835 -0.98673
H -4.26979 2.27649 -1.33715
H -3.73388 0.93463 -3.16813
H -2.13733 0.05322 -2.11821
H -4.18411 -0.58700 -2.09364
H -2.32678 -2.74602 -1.47719
N 1.45648 -2.19891 0.86687
N -1.40041 -0.35102 0.47993
O -1.09178 -1.24747 2.33677
O 7.03497 -0.26318 0.04667
O -4.41020 -1.75872 -0.36345
O -2.06389 -2.10104 -0.72739
*
```

As for the HOMO-LUMO gap: 0.319 hartree.

natural (NBO) atomic charge list, values in e, 2 entries:
1 C -0.175
2 C 0.671

---

--- C ---
Density functional theory data (ωB97M-V/def2-TZVPD) for a structure of composition C15H22N2O4.

Structure (ORCA input):
```
! wB97M-V def2-TZVPD RIJCOSX def2/J DEFGRID3
* xyz 0 1
C -5.99569 -0.75445 -0.97093
H -6.79406 -0.63958 -1.65778
O -5.03391 0.38756 -1.45801
C -3.91649 0.36783 -0.85938
C -3.15011 1.28654 -1.39762
C -1.97878 1.56804 -0.64572
C -1.52990 0.66290 0.44037
C -2.26162 -0.26657 0.56750
C -3.55062 -0.45250 0.04374
H -4.06544 -1.35163 0.45495
O -1.74532 -0.90071 1.67076
C -2.53212 -2.10735 2.00713
H -2.62128 -3.08848 1.18563
H -3.34269 -1.80316 2.62003
H -1.80828 -2.71044 2.72236
N -0.25441 0.88441 1.00448
C 0.81942 1.68326 0.70593
O 0.65252 2.70371 -0.06028
C 2.12832 1.76057 1.44685
C 3.27667 1.75120 0.76719
N 3.53096 0.55562 -0.27448
C 2.52230 0.43413 -1.11183
C 3.24216 -0.57574 -2.16614
O 3.46452 -1.85238 -1.38452
C 4.40530 -1.51495 -0.72299
C 3.90724 -0.66072 0.50801
H 4.54997 -0.69070 1.32144
H 2.93848 -0.95481 0.91282
H 4.48410 -2.69471 0.10004
H 5.40186 -1.33797 -0.78338
H 2.56152 -0.82399 -3.07492
H 4.14305 -0.30529 -2.77736
H 2.50044 1.31999 -1.77092
H 1.64822 -0.17173 -0.92956
H 3.20177 2.51176 0.00084
H 4.21028 2.03473 1.34812
H 2.09326 2.49771 2.03783
H 1.98015 0.74676 2.34981
H -0.03060 0.24270 1.58598
H -1.42271 2.60682 -0.91974
H -3.47663 2.05585 -1.83818
H -6.45018 -0.62893 0.24496
H -5.70166 -1.77529 -1.24302
*
```

As for the HOMO-LUMO gap: 0.313 hartree.

natural (NBO) atomic charge list, values in e, 2 entries:
1 C -0.302
2 H 0.199

---

Stability ranking, top entry: A; the second entry is 153.7 kJ/mol less favorable.

---

--- A ---
Density functional theory data (ωB97M-V/def2-TZVPD) for the molecule C4H6F2.

Structure (ORCA input):
```
! wB97M-V def2-TZVPD RIJCOSX def2/J DEFGRID3
* xyz 0 1
C 0.13519 -0.78367 -1.36993
C -0.41977 -0.68326 0.09195
C -0.47929 0.73438 0.57484
C 0.44133 1.23243 1.34443
F 1.52275 0.56659 1.77859
F 0.52489 2.51575 1.66117
H 0.04873 -1.82261 -1.67069
H 1.18592 -0.51437 -1.40008
H -0.46366 -0.20354 -2.03925
H -1.41344 -1.13633 0.09860
H 0.24129 -1.29814 0.69365
H -1.32394 1.39277 0.23673
*
```

The SMILES is CCC=C(F)F. As for the HOMO-LUMO gap: 0.390 hartree.

natural (NBO) atomic charge list, values in e, 2 entries:
1 C -0.592
2 C -0.421

---

--- B ---
Density functional theory data (ωB97M-V/def2-TZVPD) for the molecule C4H6F2.

Structure (ORCA input):
```
! wB97M-V def2-TZVPD RIJCOSX def2/J DEFGRID3
* xyz 0 1
C -1.00780 1.04611 0.18546
C -0.24561 -0.13811 -0.33587
F -1.29536 -0.55995 -1.02193
C 0.58711 -1.08580 0.56061
C 1.20997 -0.36191 -0.66669
F 2.08677 0.67549 -0.50983
H -0.65519 1.67289 1.28780
H -0.93626 1.92446 -0.63470
H -2.22240 0.82629 0.17725
H 0.04112 -2.25650 0.82999
H 0.91410 -0.83381 1.61587
H 1.52356 -0.90916 -1.48796
*
```

The SMILES is C[C@]1(F)C[C@@H]1F. As for the HOMO-LUMO gap: 0.409 hartree.

natural (NBO) atomic charge list, values in e, 2 entries:
1 C -0.640
2 C 0.257

---

Stability ranking, top entry: A; the second entry is 352.6 kJ/mol less favorable.